Density functional theory data (ωB97M-V with the def2-TZVPD basis set) for a single C4H6N2 molecule.

Last column: Mulliken charge in e.
Cartesian coordinates (Å):
N: 1.032 0.317 0.483  -0.36
N: -0.168 1.811 -2.598  -0.41
C: -0.786 -0.648 0.001  -0.61
C: -0.131 1.318 -1.552  -0.01
C: 0.401 -0.913 0.951  -0.44
C: -0.177 0.764 -0.190  0.31
H: -0.680 1.518 0.429  0.20
H: -1.800 -0.696 0.404  0.30
H: -0.723 -1.239 -0.917  0.26
H: 0.126 -0.802 2.006  0.21
H: 1.970 0.431 0.154  0.25
H: 0.936 -1.860 0.827  0.30

Cartesian forces, eV/Å:
0.1426 0.3057 0.2503
0.1272 -0.5665 0.9893
-0.1534 -0.0591 -0.0820
0.0345 0.3832 -0.8046
-0.0491 -0.2157 0.2071
-0.2015 0.2064 -0.0267
-0.1129 0.0014 -0.1681
0.1722 0.0161 -0.0338
0.0060 0.1103 0.1436
-0.0064 -0.2238 -0.0410
0.0301 -0.1680 -0.3056
0.0106 0.2099 -0.1286

## Properties
ΔE to the lowest compared entry with this formula, charge and spin, kJ/mol: 174.4
Electronic energy, eV: -7223.783
Multiplicity: 1
M, g/mol: 82.1